C13H23InN4O2P2 | wB97M-V/def2-TZVPD

Values from the calculation:
- net charge = +2
- energy relative to the best compared isomer or geometry (same formula, charge and spin) (kJ/mol) = 0.00

```
45
Properties=species:S:1:pos:R:3:forces:R:3
In 0.202322 0.903236 0.895363 -0.59 -2.44 0.63
P 2.225124 -0.656732 0.647815 1.07 -0.75 -0.03
C 2.426611 -1.090368 -1.120071 -0.46 0.54 -0.14
C 1.108924 -1.531316 -1.728904 -0.13 -0.62 -0.66
N -0.020160 -1.047662 -1.202345 -0.05 0.47 0.58
C -1.207253 -1.392795 -1.712138 0.18 -0.51 -0.81
C -1.301745 -2.281052 -2.789558 -0.10 0.35 0.16
C -0.138846 -2.799363 -3.356511 0.14 0.15 0.17
C 1.090314 -2.409586 -2.820863 0.02 0.26 0.48
C -2.465344 -0.797947 -1.110633 0.71 -0.52 0.47
P -2.115975 0.747089 -0.192481 -1.18 1.01 -0.80
H 2.047698 -2.758719 -3.203996 -0.35 -0.06 -0.10
H -2.294710 -2.511966 -3.174477 0.33 -0.12 -0.01
H -0.183542 -3.487038 -4.203952 -0.01 0.24 0.29
H -3.209047 -0.587834 -1.896367 0.20 0.10 0.36
H -2.911622 -1.511029 -0.396062 0.09 0.20 -0.23
H 2.770244 -0.170572 -1.632863 0.04 -0.45 0.13
H 3.184947 -1.882588 -1.221216 -0.14 0.36 0.12
H 0.797827 3.498337 -1.199655 0.41 -0.53 -0.49
O 1.239311 2.710880 -1.610258 0.09 0.25 0.65
H 2.110696 3.020315 -1.919862 -0.52 -0.16 0.15
H -0.280664 4.517638 0.715699 -0.06 0.37 -0.91
O -0.315928 4.403901 -0.258490 -0.39 0.01 1.03
H -1.005698 5.001343 -0.591804 0.35 0.00 0.22
C -2.279167 2.047456 -1.460104 0.31 0.25 0.07
H -3.274960 2.034290 -1.922705 0.19 -0.12 0.24
H -2.094677 3.024138 -0.992388 -0.16 -0.36 -0.16
H -1.518973 1.913840 -2.240697 -0.11 -0.04 0.18
C -3.537045 0.923529 0.924104 0.24 0.03 0.51
H -3.430285 1.830219 1.532840 -0.07 -0.21 -0.13
H -4.477665 0.980749 0.361088 0.32 -0.02 -0.08
H -3.582967 0.055987 1.595345 0.05 0.23 -0.09
C 1.888282 -2.243088 1.494881 -0.57 0.11 0.28
H 2.724791 -2.943394 1.356654 -0.05 0.40 -0.12
H 1.734990 -2.086117 2.572566 0.07 0.04 -0.34
H 0.978246 -2.707794 1.091539 0.21 0.19 0.08
C 3.878961 -0.140164 1.203437 -0.17 0.47 0.11
H 3.851729 0.103995 2.273569 0.02 -0.06 -0.25
H 4.612278 -0.939306 1.039450 -0.30 0.04 -0.02
H 4.195566 0.747531 0.642237 -0.05 -0.16 0.15
N -0.366425 -0.091919 2.849307 0.41 1.14 -2.48
C -0.396790 -0.302834 4.010787 -0.25 -0.88 2.92
N -0.498578 -0.700914 5.215261 0.07 0.37 -3.26
C -0.189670 0.038014 6.255597 0.53 1.38 3.51
N 0.028894 0.569590 7.280851 -0.36 -0.95 -2.36
```
Positions in Å, forces in eV/Å.

Atomic partial charges in e from the Löwdin method, atoms 1 to 2:
1. In 0.89
2. P 0.82